No. 1
This record from the OMol25 dataset describes 11 unconnected molecules or ions with the total composition C34H46N10O8S at a distorted geometry. The level of theory is wB97M-V/def2-TZVPD.

## Properties
HOMO   -3.28 eV
Energy   -78101.8870 eV
Energy relative to the best compared isomer or geometry (same formula, charge and spin)   0.832 eV
HOMO-LUMO gap   7.173 eV

The geometry in ORCA input format:
```
! wB97M-V def2-TZVPD RIJCOSX def2/J DEFGRID3
* xyz -2 1
S 0.08297 0.07190 0.06509
O 0.08369 -0.53479 1.32544
O 0.74093 -0.87435 -0.84668
O -1.34500 0.21209 -0.43986
O 0.86114 1.27143 0.08815
N -3.54522 1.31191 0.04723
C -3.98956 2.47107 -0.56518
C -5.42776 2.71968 -0.02280
C -5.60437 1.74621 0.94325
C -4.47792 0.83543 1.05011
H -2.63973 0.65111 -0.11418
H -3.39756 2.83305 -1.21440
H -6.15520 3.52217 -0.17702
H -6.49646 1.69294 1.39475
H -4.37003 -0.08642 1.53069
N 0.42181 3.55073 -0.60271
C -0.70952 4.26710 -0.29082
C -0.52187 5.64593 -0.82707
C 0.88513 5.69832 -1.53923
C 1.47338 4.38666 -1.18406
H 0.60890 2.54475 -0.29959
H -1.52163 3.83011 0.31534
H -1.32391 6.40481 -0.91521
H 1.41654 6.41892 -2.26303
H 2.48292 4.17311 -1.42419
N 1.04909 -3.65685 -0.97333
C 1.59387 -3.99362 -2.25007
C 1.70797 -5.40175 -2.12708
C 0.96955 -5.93450 -0.80122
C 0.58305 -4.58443 -0.20990
H 0.87242 -2.74630 -0.74541
H 1.88889 -3.30123 -2.95922
H 2.33947 -5.99576 -2.72866
H 0.72396 -6.88816 -0.39737
H 0.10293 -4.48251 0.82037
N 1.56225 -1.80752 2.98367
C 1.50793 -1.25259 4.33447
C 2.16603 -2.27920 5.16302
C 2.76848 -3.25414 4.32371
C 2.24832 -3.02058 2.96126
H 0.93278 -1.50641 2.11652
H 1.03159 -0.35727 4.51688
H 2.24151 -2.34844 6.23081
H 3.28951 -4.25572 4.47963
H 2.29954 -3.52180 1.96449
N 3.24582 2.11287 0.52258
C 4.36143 1.79418 -0.25812
C 5.60711 2.38387 0.46671
C 5.07803 3.16960 1.71042
C 3.61172 3.04566 1.58207
H 2.26302 1.89461 0.39681
H 4.14360 1.07762 -1.20328
H 6.54588 2.18602 -0.02956
H 5.57138 3.85259 2.32840
H 2.71220 3.53789 2.33513
N 2.31867 0.11367 -2.67121
C 3.26805 -0.54080 -3.47408
C 4.05793 0.56487 -4.19469
C 3.36602 1.89666 -3.83906
C 2.18893 1.54436 -2.85637
H 1.59695 -0.18942 -2.01213
H 3.63861 -1.57347 -3.56833
H 4.99915 0.67322 -4.73371
H 3.69771 2.90403 -4.17165
H 1.37365 2.13087 -2.26982
N -1.94310 -1.51337 2.65302
C -2.55013 -2.75255 2.32429
C -3.62342 -2.92387 3.41242
C -3.30055 -1.98459 4.57048
C -2.23612 -1.05717 3.96409
H -1.17190 -1.22246 2.13528
H -2.38355 -3.18725 1.29495
H -4.39826 -3.60704 3.41769
H -3.73484 -2.06808 5.49715
H -1.64378 -0.27938 4.25540
N -1.75814 0.08508 -2.93481
C -0.82928 -0.42179 -3.77560
C -1.33019 -0.21273 -5.22204
C -2.69490 0.36096 -5.04545
C -2.99431 0.55096 -3.64522
H -1.57666 -0.03740 -1.89153
H 0.05786 -0.83210 -3.47620
H -0.70261 -0.36612 -6.03691
H -3.20199 0.67816 -5.90988
H -3.75883 0.94136 -3.27773
C -2.25040 -2.96828 -1.53025
N -3.10935 -4.16849 -1.57180
O -3.02463 -4.80143 -2.60325
O -3.62280 -4.50346 -0.51497
H -1.52498 -3.15671 -0.70699
H -2.79129 -2.03982 -1.31528
H -1.78428 -3.03499 -2.45018
C 0.00130 2.24073 2.77010
N 0.25624 2.78255 4.09736
O 0.25789 2.15220 5.15879
O 0.44527 4.03825 4.12229
H 0.96443 1.57911 2.65730
H -0.10470 3.20800 2.14395
H -0.99463 1.76772 2.63685
*
```

Atomic partial charges in e from the Löwdin method, atoms 1 to 6: 0.370 -0.327 -0.335 -0.343 -0.326 -0.010

=====

No. 2
This record from the OMol25 dataset describes a molecular structure, C34H47Br2F2NO8SSi at a distorted geometry. The level of theory is wB97M-V/def2-TZVPD.

## Properties
HOMO   -7.31 eV
Energy   -218102.2051 eV
HOMO-LUMO gap   6.419 eV

The geometry in ORCA input format:
```
! wB97M-V def2-TZVPD RIJCOSX def2/J DEFGRID3
* xyz 0 1
C -6.59262 1.74025 5.48684
C -6.24988 1.56126 4.05910
C -4.92531 0.72695 3.57747
C -5.26237 -0.55971 2.60336
C -5.87850 -1.62902 3.68527
C -6.88099 -2.72587 3.06262
O -8.11035 -2.85498 3.35637
C -6.38627 -0.25953 1.50362
O -7.71718 0.01685 1.91217
S -5.63162 1.10998 0.47917
O -5.78887 2.50197 1.10863
O -6.46360 1.20766 -0.76916
O -4.03029 0.81123 0.41362
C -3.57956 -0.59197 0.39486
C -4.31213 -1.32946 -0.82594
Br -5.15009 -3.16909 -0.81472
C -4.51863 -0.74378 -2.14568
C -3.97832 0.70198 -2.57001
Br -5.49486 -1.67435 -3.63000
C -1.98043 -0.42869 0.05025
F -1.08451 -1.34304 0.68539
F -1.67826 -0.78667 -1.34628
C -1.38076 1.03964 0.24206
C 0.24727 1.08470 0.48007
Si 1.28971 0.98064 -1.12579
C 2.84583 2.11901 -0.87181
C 0.34239 1.53311 -2.71486
C 1.89588 -0.86848 -1.22879
C 1.19527 -1.98258 -2.07974
C 1.75692 -3.44934 -2.03505
C 3.02858 -3.87873 -1.18801
C 3.69981 -2.71505 -0.34404
C 3.15202 -1.22033 -0.35524
C -3.87136 -1.15699 1.89432
C -2.72808 -0.69706 2.98112
C -2.42873 -1.34684 4.22802
N -3.97557 -2.61601 2.07136
C -2.99849 -3.37645 1.77790
O -1.95646 -4.02927 1.49210
H -7.13958 0.92528 6.10102
H -6.23538 2.72650 5.97794
H -7.00900 2.02131 3.32345
H -4.52625 0.38796 4.61716
H -4.27949 1.52331 3.07134
H -6.54019 -1.08622 4.47993
H -5.04542 -2.10846 4.34458
H -6.46465 -3.46542 2.26691
H -6.46051 -1.21163 0.83209
H -8.37471 -0.15394 1.18779
H -3.53373 0.60547 -3.64282
H -3.14586 1.12832 -1.91503
H -4.81381 1.50345 -2.67193
H -1.54997 1.75048 -0.66435
H -1.77985 1.62983 1.15475
H 0.59151 0.39121 1.33167
H 0.43087 2.16383 0.89003
H 3.39493 1.67049 0.04499
H 3.51625 2.10775 -1.81812
H 2.55294 3.21053 -0.61023
H 1.02082 1.29912 -3.63391
H -0.63423 0.95061 -2.89898
H 0.17241 2.68376 -2.76513
H 0.27332 -1.74247 -2.71020
H 1.22229 -4.27877 -2.63213
H 3.42077 -4.95760 -1.14941
H 4.60217 -3.00869 0.30876
H 3.70894 -0.48691 0.32091
H -2.12399 0.27581 2.76856
H -1.87775 -2.36879 4.21784
H -2.63932 -0.88889 5.26756
C 5.39544 3.88040 -5.74682
C 4.17398 4.52409 -5.13163
C 3.55906 3.36808 -4.36895
O 4.63849 2.51519 -3.96559
C 5.82784 2.91949 -4.65755
H 6.17622 4.59221 -6.02144
H 5.10862 3.32281 -6.64491
H 4.48086 5.31084 -4.43414
H 3.49255 4.96312 -5.86282
H 2.88979 2.78159 -5.00764
H 3.00121 3.69627 -3.48822
H 6.48596 3.41122 -3.93294
H 6.34067 2.03963 -5.05281
C 8.91000 -2.34041 1.88261
C 9.33194 -1.43144 0.75152
C 8.03897 -1.26939 -0.02216
O 6.97009 -1.37139 0.92895
C 7.50360 -1.85472 2.16953
H 9.56439 -2.28955 2.75493
H 8.88321 -3.37853 1.53423
H 9.65105 -0.46360 1.15290
H 10.14476 -1.83362 0.14385
H 7.91164 -2.07190 -0.75643
H 7.97835 -0.30971 -0.54108
H 7.50918 -1.02018 2.87917
H 6.85928 -2.64377 2.56464
*
```

Atomic partial charges in e from the Löwdin method, atoms 1 to 6: -0.047 -0.135 -0.126 -0.256 -0.073 -0.195